Run i
12
Properties=species:S:1:pos:R:3:nbo_charge:R:1 method="wB97M-V/def2-TZVPD" homo_energy_ev=-9.881 smiles=C[C@@H]1C[C@]1(F)Cl total_charge=0
C 1.263 -0.627 -0.619 -0.61
C 0.268 0.479 -0.204 -0.29
C -0.381 0.409 1.216 -0.42
C -1.176 0.479 -0.146 0.36
F -1.959 1.386 -0.704 -0.30
Cl -1.972 -1.137 -0.154 -0.09
H 2.361 -0.488 -0.307 0.23
H 0.835 -1.667 -0.257 0.22
H 1.235 -0.733 -1.679 0.21
H 0.558 1.485 -0.525 0.24
H -0.675 -0.793 1.597 0.25
H -0.356 1.207 1.781 0.20

=====

Run ii
12
Properties=species:S:1:pos:R:3:nbo_charge:R:1 method="wB97M-V/def2-TZVPD" homo_energy_ev=-9.933 total_charge=0
F 3.017 -0.525 -0.080 -0.35
C 1.686 -0.498 0.222 0.00
C 1.117 0.763 -0.301 -0.18
C -0.150 1.163 -0.221 -0.22
C -1.136 0.516 0.695 -0.40
Cl -2.227 -0.574 -0.238 -0.08
H 1.096 -1.297 -0.291 0.19
H 1.595 -0.634 1.318 0.18
H 1.852 1.414 -0.753 0.22
H -0.457 2.145 -0.524 0.21
H -0.719 -0.107 1.466 0.21
H -1.762 1.300 1.179 0.23

=====

Stability, highest: run ii

=====

Run i
17
Properties=species:S:1:pos:R:3:nbo_charge:R:1 method="wB97M-V/def2-TZVPD" homo_energy_ev=-8.863 total_charge=0
C -0.587 0.856 0.838 -0.19
C -1.612 0.158 1.787 -0.64
C -0.034 0.489 -0.315 -0.17
C 0.510 1.550 -1.155 -0.67
C 0.971 -2.097 -0.309 -0.80
O 1.186 -0.574 -2.461 -0.97
S 0.107 -1.015 -1.569 1.22
H -1.190 0.226 2.766 0.21
H -0.448 1.871 1.082 0.19
H -1.888 -0.883 1.661 0.21
H -2.470 0.753 1.763 0.22
H -0.178 1.750 -2.022 0.23
H 0.591 2.340 -0.407 0.21
H 1.514 1.284 -1.512 0.25
H 0.246 -2.590 0.313 0.22
H 1.814 -2.765 -0.642 0.25
H 1.467 -1.352 0.182 0.22

=====

Run ii
17
Properties=species:S:1:pos:R:3:nbo_charge:R:1 method="wB97M-V/def2-TZVPD" homo_energy_ev="-8.182 / -7.949" total_charge=0
C 0.188 0.332 -2.018 -0.82
C -1.130 0.954 1.193 -0.42
C -2.041 0.037 0.481 -0.40
C -0.666 -0.439 0.753 -0.38
C 2.103 0.037 0.039 -0.74
O 0.668 -2.902 -0.077 -0.68
S 0.528 -0.663 -0.606 1.07
H -0.310 -0.177 -2.754 0.21
H 1.096 0.747 -2.548 0.22
H -0.795 1.698 0.549 0.22
H -1.073 1.167 2.292 0.24
H -2.845 -0.374 1.156 0.23
H -2.329 0.068 -0.545 0.24
H -0.534 -1.083 1.533 0.26
H 2.348 -0.472 1.077 0.27
H 2.835 -0.078 -0.724 0.25
H 1.957 1.148 0.198 0.24

=====

Run iii
17
Properties=species:S:1:pos:R:3:nbo_charge:R:1 method="wB97M-V/def2-TZVPD" homo_energy_ev=-8.717 smiles="C=CO[C@@H](C)SC" total_charge=0
C 0.635 1.953 1.712 -0.47
C 0.351 0.656 1.369 0.11
O 1.260 -0.294 0.887 -0.51
C 0.805 -1.173 -0.176 -0.01
C -0.458 -1.797 0.081 -0.68
S 0.891 -0.392 -1.902 0.14
C -0.554 0.738 -1.885 -0.72
H -0.215 2.657 2.138 0.21
H 1.661 2.341 1.809 0.21
H -0.685 0.517 1.215 0.16
H 1.515 -1.978 -0.169 0.22
H -0.601 -2.366 1.089 0.23
H -1.273 -1.069 0.277 0.21
H -0.927 -2.473 -0.719 0.25
H -0.392 1.443 -1.112 0.23
H -1.345 0.124 -1.693 0.20
H -0.669 1.111 -2.920 0.24

=====

Stability, highest: run iii

=====

Run i
17
Properties=species:S:1:pos:R:3:nbo_charge:R:1 method="wB97M-V/def2-TZVPD" homo_energy_ev=-9.332 smiles="CSC(=O)C(C)C" total_charge=0
C -3.190 0.408 -0.148 -0.77
S -1.870 -0.660 0.416 0.20
C -0.488 0.278 -0.159 0.44
O -0.606 1.299 -0.755 -0.57
C 0.817 -0.412 0.196 -0.32
C 1.752 -0.784 -0.976 -0.59
C 1.663 0.422 1.144 -0.59
H -3.700 -0.225 -0.845 0.23
H -2.694 1.341 -0.363 0.27
H -3.995 0.595 0.503 0.23
H 0.553 -1.327 0.639 0.21
H 2.176 0.053 -1.489 0.22
H 1.350 -1.525 -1.690 0.22
H 2.583 -1.340 -0.473 0.20
H 1.806 1.431 0.662 0.22
H 2.520 -0.111 1.180 0.20
H 1.324 0.557 2.158 0.22

=====

Run ii
17
Properties=species:S:1:pos:R:3:nbo_charge:R:1 method="wB97M-V/def2-TZVPD" homo_energy_ev=-8.795 smiles=CC1(C)CO[C@@H]1S total_charge=0
C -1.131 -0.020 -1.035 -0.62
C -0.033 -0.072 0.143 -0.04
C -0.238 1.044 1.074 -0.65
C 0.057 -1.546 0.754 -0.07
O 1.354 -1.821 0.273 -0.54
C 1.549 -0.665 -0.428 0.03
S 3.004 0.312 0.065 -0.06
H -0.943 -0.893 -1.749 0.22
H -1.073 0.991 -1.495 0.22
H -2.112 -0.057 -0.548 0.21
H 0.406 1.965 0.811 0.23
H 0.000 0.967 2.114 0.23
H -1.329 1.319 1.004 0.21
H 0.119 -1.599 1.864 0.18
H -0.713 -2.208 0.300 0.17
H 1.602 -0.820 -1.444 0.17
H 2.970 1.281 -0.818 0.12

=====

Stability, highest: run i

=====

Run i
14
Properties=species:S:1:pos:R:3:nbo_charge:R:1 method="wB97M-V/def2-TZVPD" homo_energy_ev=-8.490 smiles=CSS.CSS total_charge=0
C 2.566 0.035 -1.231 -0.71
S 1.445 -1.421 -0.778 0.03
S 1.720 -1.225 1.325 -0.16
H 2.189 0.884 -0.704 0.23
H 3.596 -0.367 -1.084 0.23
H 2.470 0.284 -2.303 0.23
H 0.454 -1.331 1.682 0.15
C -1.909 1.290 0.704 -0.73
S -2.082 -0.315 1.547 0.06
S -2.943 -1.336 -0.039 -0.13
H -1.106 1.823 1.233 0.23
H -1.642 1.043 -0.305 0.22
H -2.917 1.654 0.710 0.23
H -1.841 -1.018 -0.757 0.13

=====

Run ii
14
Properties=species:S:1:pos:R:3:nbo_charge:R:1 method="wB97M-V/def2-TZVPD" homo_energy_ev=-8.165 smiles=CSS.CSS total_charge=0
C -2.728 0.179 0.102 -0.72
S -1.601 1.461 -0.708 0.10
S -0.751 0.636 -2.284 -0.14
H -3.651 -0.192 -0.391 0.23
H -3.044 0.687 0.956 0.22
H -2.061 -0.662 0.437 0.21
H 0.390 -0.010 -2.062 0.11
C 1.196 -2.510 0.285 -0.75
S 2.210 -1.159 1.116 0.04
S 1.067 0.498 1.685 -0.11
H 1.200 -2.362 -0.822 0.22
H 0.150 -2.613 0.572 0.22
H 1.440 -3.580 0.556 0.25
H -0.038 -0.254 1.499 0.13

=====

Stability, highest: run i

=====

Run i
9
Properties=species:S:1:pos:R:3:nbo_charge:R:1 method="wB97M-V/def2-TZVPD" homo_energy_ev=-8.534 smiles="[H]/N=N/CNI" total_charge=0
H -2.565 0.997 -0.070 0.32
N -1.529 1.092 -0.101 -0.33
N -1.001 0.267 0.611 -0.13
C 0.736 0.300 0.408 -0.11
N 1.116 -1.049 -0.141 -0.74
I 0.409 -1.269 -2.053 0.24
H 1.028 1.042 -0.278 0.19
H 1.153 0.422 1.381 0.20
H 0.653 -1.802 0.243 0.37

=====

Run ii
9
Properties=species:S:1:pos:R:3:nbo_charge:R:1 method="wB97M-V/def2-TZVPD" homo_energy_ev="-9.042 / -9.043" total_charge=0
H 0.892 -1.754 0.695 0.35
N 0.779 -1.302 -0.208 -0.26
N 1.291 -0.378 -0.666 -0.09
I 3.119 0.489 0.130 0.00
C -1.057 0.718 -0.275 -0.04
N -1.422 0.815 0.906 -0.62
H -0.201 1.375 -0.660 0.16
H -1.288 -0.011 -1.180 0.16
H -2.113 0.048 1.257 0.34

=====

Stability, highest: run i

=====

Run i
79
Properties=species:S:1:pos:R:3:mulliken_charge:R:1 method="wB97M-V/def2-TZVPD" homo_energy_ev=-7.317 total_charge=-1
F -26.041 0.471 19.738 -0.60
C -24.897 -4.336 19.494 -1.31
C -24.444 -3.396 18.443 0.97
C -24.024 -1.982 19.109 0.89
O -22.786 -1.753 18.552 -0.34
C -22.429 -2.816 17.780 0.45
O -21.348 -2.833 17.252 -0.63
O -23.235 -3.760 17.781 -0.39
H -25.761 -3.874 20.180 0.18
H -23.996 -4.424 20.182 0.40
H -25.215 -5.279 19.007 0.32
H -25.147 -3.379 17.613 0.11
H -24.138 -1.962 20.325 -0.35
H -24.669 -1.161 18.713 -0.31
C -23.103 3.732 20.621 -1.30
C -24.501 3.999 20.687 0.50
C -25.343 2.852 21.373 -0.12
O -25.880 3.420 22.560 -0.38
C -25.465 4.571 22.642 0.52
O -25.817 5.260 23.657 -0.73
O -24.681 4.967 21.704 -0.37
H -22.953 2.771 20.221 0.41
H -22.595 3.824 21.567 0.40
H -22.617 4.486 19.618 0.18
H -24.979 4.126 19.776 0.50
H -24.569 2.149 21.692 0.25
H -26.151 2.693 20.838 0.02
C -22.315 0.740 16.203 -1.70
C -23.804 1.142 16.312 1.14
C -24.103 2.503 17.054 0.49
O -24.783 3.215 16.088 -0.35
C -24.820 2.607 14.924 0.61
O -25.362 3.048 13.854 -0.67
O -24.274 1.419 14.951 -0.40
H -21.652 1.560 15.743 0.30
H -22.227 -0.002 15.643 0.69
H -22.051 0.350 17.319 0.23
H -24.479 0.410 16.758 -0.12
H -23.255 3.041 17.394 0.25
H -24.631 2.315 18.049 -0.53
C -24.962 -0.993 22.873 -1.29
C -26.048 -0.095 23.585 0.81
C -27.328 0.060 22.739 0.80
O -28.325 -0.676 23.470 -0.37
C -27.934 -0.986 24.591 0.56
O -28.592 -1.516 25.473 -0.64
O -26.618 -0.662 24.715 -0.47
H -24.762 -0.663 21.938 0.12
H -25.414 -1.888 22.915 0.56
H -23.958 -1.009 23.462 0.19
H -25.568 0.886 23.753 0.20
H -27.248 -0.412 21.656 -0.53
H -27.591 1.202 22.557 -0.05
C -29.036 1.388 19.405 -1.73
C -28.293 2.024 18.210 1.42
C -28.021 0.983 16.999 0.65
O -28.246 1.742 15.783 -0.34
C -28.875 2.830 16.054 0.51
O -29.317 3.703 15.259 -0.63
O -29.015 3.004 17.464 -0.52
H -29.974 1.072 19.289 0.71
H -29.158 2.184 20.000 0.61
H -28.535 0.498 19.746 -0.17
H -27.387 2.489 18.508 -0.27
H -28.735 0.169 17.224 0.05
H -27.000 0.591 17.221 -0.39
C -28.148 -2.396 19.654 -1.50
C -28.226 -3.467 18.528 -0.02
C -29.613 -3.995 18.290 -0.46
O -29.945 -3.265 17.139 -0.36
C -28.812 -2.774 16.491 0.57
O -28.723 -2.186 15.413 -0.56
O -27.807 -2.893 17.370 -0.29
H -28.444 -2.562 20.734 0.33
H -28.639 -1.517 19.518 0.80
H -27.135 -1.893 19.744 0.05
H -27.622 -4.036 18.837 0.94
H -30.502 -3.865 19.068 0.23
H -29.792 -5.026 17.901 0.24

=====

Run ii
79
Properties=species:S:1:pos:R:3:mulliken_charge:R:1 method="wB97M-V/def2-TZVPD" homo_energy_ev=-4.895 total_charge=-1
F -0.099 0.471 0.820 -0.99
C 5.207 -1.923 2.465 -1.47
C 5.194 -2.262 0.987 0.54
C 5.415 -1.011 0.100 -0.46
O 6.587 -1.285 -0.680 -0.31
C 7.025 -2.495 -0.326 0.67
O 7.994 -3.087 -0.876 -0.61
O 6.312 -3.015 0.707 -0.34
H 4.257 -1.447 2.708 0.41
H 5.936 -1.185 2.800 0.37
H 5.310 -2.817 3.079 0.34
H 4.318 -2.835 0.685 0.27
H 5.486 -0.104 0.700 0.27
H 4.560 -0.794 -0.540 0.31
C -0.566 4.697 4.770 -1.43
C 0.670 3.986 5.302 0.49
C 1.872 3.851 4.348 -0.43
O 2.959 4.004 5.215 -0.30
C 2.609 4.663 6.260 0.71
O 3.342 5.123 7.132 -0.62
O 1.301 4.854 6.298 -0.34
H -0.932 4.116 3.924 0.41
H -0.353 5.683 4.358 0.35
H -1.346 4.787 5.526 0.34
H 0.329 3.083 5.809 0.24
H 1.830 4.616 3.573 0.26
H 1.974 2.875 3.873 0.32
C 2.020 4.390 -2.723 -1.42
C 0.523 4.405 -2.948 0.43
C -0.192 5.372 -1.943 -0.40
O -1.063 6.148 -2.719 -0.33
C -0.938 5.820 -4.005 0.71
O -1.511 6.352 -4.938 -0.57
O 0.126 4.985 -4.132 -0.36
H 2.173 3.983 -1.724 0.40
H 2.522 5.349 -2.853 0.36
H 2.324 3.668 -3.481 0.34
H 0.118 3.394 -2.971 0.27
H 0.525 5.987 -1.399 0.29
H -0.826 4.812 -1.256 0.29
C -0.251 -4.705 -4.795 -1.41
C 0.608 -3.775 -5.637 0.43
C 1.132 -2.582 -4.942 -0.41
O 2.457 -2.537 -5.276 -0.30
C 2.807 -3.647 -5.927 0.67
O 3.914 -3.895 -6.357 -0.58
O 1.796 -4.493 -5.937 -0.34
H 0.249 -5.017 -3.878 0.35
H -0.451 -5.584 -5.407 0.35
H -1.265 -4.341 -4.633 0.39
H 0.114 -3.459 -6.555 0.26
H 0.986 -2.606 -3.862 0.32
H 0.533 -1.765 -5.345 0.28
C -3.795 -2.438 4.550 -1.48
C -3.036 -3.608 3.967 0.50
C -1.547 -3.491 4.002 -0.35
O -1.180 -4.675 4.674 -0.34
C -2.262 -5.356 5.164 0.70
O -2.279 -6.383 5.794 -0.57
O -3.349 -4.699 4.837 -0.36
H -3.641 -1.486 4.044 0.42
H -3.625 -2.395 5.626 0.36
H -4.863 -2.462 4.336 0.35
H -3.419 -3.796 2.964 0.24
H -1.230 -2.572 4.496 0.26
H -1.116 -3.574 3.004 0.29
C -5.095 0.102 -3.931 -1.41
C -4.865 -0.374 -2.498 0.46
C -5.316 0.666 -1.493 -0.48
O -6.337 0.014 -0.769 -0.34
C -6.414 -1.261 -1.205 0.69
O -7.144 -2.106 -0.751 -0.58
O -5.756 -1.400 -2.323 -0.35
H -4.426 0.943 -4.116 0.38
H -6.151 0.311 -4.100 0.36
H -4.847 -0.638 -4.692 0.34
H -3.833 -0.633 -2.260 0.33
H -5.639 1.644 -1.849 0.28
H -4.461 0.857 -0.844 0.32

=====

Stability, highest: run ii

=====

Run i
14
Properties=species:S:1:pos:R:3:nbo_charge:R:1 method="wB97M-V/def2-TZVPD" homo_energy_ev=-8.048 total_charge=0
C 1.544 1.254 0.698 -0.05
C 1.741 0.016 0.221 -0.29
C 0.489 -0.416 -0.257 -0.17
C -0.193 -1.576 -0.744 -0.20
C -1.516 -1.180 -0.944 -0.12
C -0.438 0.405 0.060 0.21
H 2.068 2.056 1.366 0.22
H 2.785 -0.309 0.047 0.23
H 0.254 -2.512 -1.071 0.22
H -2.203 -1.757 -1.700 0.23
H -2.701 0.274 0.753 0.29
H -0.380 2.062 1.497 0.40
N -1.636 0.169 -0.513 -0.43
N 0.186 1.512 0.586 -0.52

=====

Run ii
14
Properties=species:S:1:pos:R:3:nbo_charge:R:1 method="wB97M-V/def2-TZVPD" homo_energy_ev="-10.099 / -10.710" total_charge=0
C -1.492 -1.607 0.137 0.07
C -1.883 1.344 -0.134 0.17
C 0.431 0.887 1.077 -0.45
C 0.743 0.494 -0.382 -0.22
C -0.614 0.842 0.065 0.22
C 1.313 -0.906 -0.749 -0.60
N -2.407 -2.210 0.326 -0.50
N -2.979 1.669 -0.269 -0.15
H 0.492 0.321 1.966 0.27
H 0.749 1.886 1.250 0.24
H 1.215 1.279 -0.980 0.25
H 0.987 -1.397 -1.645 0.24
H 1.106 -1.522 0.147 0.24
H 2.340 -1.080 -0.810 0.23

=====

Stability, highest: run i

=====

Run i
14
Properties=species:S:1:pos:R:3:nbo_charge:R:1 method="wB97M-V/def2-TZVPD" homo_energy_ev=-8.566 total_charge=0
H -1.891 -0.591 -2.168 0.35
N -0.889 -1.025 -1.960 -0.57
C -0.615 -0.138 -1.128 0.35
N -1.662 0.697 -0.675 -0.47
C -1.231 1.405 0.409 0.11
C -0.004 1.434 1.138 -0.32
C 1.072 0.493 0.860 -0.13
C 0.691 -0.539 -0.139 -0.12
C 1.382 -1.850 -0.275 -0.29
H -2.183 1.986 0.990 0.19
H -0.151 2.321 1.751 0.24
H 2.016 0.579 1.537 0.24
H 1.331 -2.809 -0.847 0.24
H 2.132 -1.963 0.504 0.18

=====

Run ii
14
Properties=species:S:1:pos:R:3:nbo_charge:R:1 method="wB97M-V/def2-TZVPD" homo_energy_ev="-6.964 / -6.403" total_charge=0
C 1.744 -0.583 0.082 -0.20
C 0.654 -1.449 0.106 -0.29
C 1.285 0.742 -0.143 -0.13
C -0.475 -0.700 -0.173 0.13
C -0.626 1.909 -0.126 0.03
C -1.928 -1.129 -0.158 -0.08
N -2.772 -0.241 -0.109 -0.42
N -0.084 0.674 -0.152 -0.28
H 2.807 -0.729 0.076 0.22
H 0.846 -2.482 0.116 0.23
H 1.847 1.573 0.054 0.21
H 0.263 2.551 -0.213 0.19
H -1.467 2.007 0.353 0.21
H -2.095 -2.143 0.286 0.18

=====

Stability, highest: run i

=====

Run i
8
Properties=species:S:1:pos:R:3:nbo_charge:R:1 method="wB97M-V/def2-TZVPD" homo_energy_ev=-10.219 smiles="C=C(F)C=O" total_charge=0
C 0.704 -0.443 -0.958 -0.46
C -0.421 -0.180 -0.247 0.32
F -1.628 -0.461 -0.716 -0.31
C -0.385 0.379 1.190 0.35
O 0.371 1.343 1.397 -0.48
H 0.680 -0.534 -1.985 0.21
H 1.636 0.001 -0.618 0.23
H -0.957 -0.105 1.936 0.14

=====

Run ii
8
Properties=species:S:1:pos:R:3:nbo_charge:R:1 method="wB97M-V/def2-TZVPD" homo_energy_ev=-9.487 smiles="F[C@@H]1C=CO1" total_charge=0
F 1.912 -0.551 -0.208 -0.34
C 0.836 -0.147 0.547 0.47
C -0.563 -0.579 -0.239 -0.32
C -0.850 0.708 -0.359 0.11
O 0.368 1.191 0.231 -0.52
H 1.023 -0.359 1.594 0.17
H -1.205 -1.424 -0.512 0.22
H -1.521 1.161 -1.053 0.21

=====

Stability, highest: run i

=====

Run i
11
Properties=species:S:1:pos:R:3:nbo_charge:R:1 method="wB97M-V/def2-TZVPD" homo_energy_ev=-8.965 total_charge=0
H 0.991 1.318 -0.783 0.33
N 1.345 0.625 -1.477 -0.66
C 0.394 -0.170 -1.752 0.28
N -0.903 -0.338 -1.274 -0.64
C -1.392 0.236 -0.099 -0.05
C -0.879 0.300 1.128 -0.24
Cl 0.701 -0.285 1.585 -0.01
H 0.554 -0.963 -2.498 0.15
H -1.466 -0.934 -1.829 0.41
H -2.398 0.544 -0.194 0.20
H -1.416 0.679 1.951 0.22

=====

Run ii
11
Properties=species:S:1:pos:R:3:nbo_charge:R:1 method="wB97M-V/def2-TZVPD" homo_energy_ev=-8.826 total_charge=0
H 1.036 0.899 -1.138 0.34
N 0.208 1.017 -1.721 -0.68
C -0.766 0.315 -1.378 0.28
N -0.952 -0.439 -0.232 -0.62
C -0.005 -0.674 0.794 -0.03
C 0.960 0.149 1.166 -0.28
Cl 2.049 -0.306 2.448 -0.01
H -1.649 0.333 -2.029 0.17
H -1.843 -0.889 -0.149 0.40
H -0.126 -1.598 1.371 0.22
H 1.087 1.192 0.869 0.23

=====

Stability, highest: run ii

=====

Run i
9
Properties=species:S:1:pos:R:3:lowdin_spin:R:1 method="wB97M-V/def2-TZVPD" spin_multiplicity=3 homo_energy_ev="-8.690 / -12.263" s_squared=2.013 total_charge=0
C -1.456 0.797 0.310 0.08
C -0.181 0.372 -0.086 0.52
N -2.420 1.182 0.771 0.17
N -0.995 -0.761 -2.239 0.46
O -1.416 -0.015 -3.056 0.29
O -0.469 -1.803 -2.200 0.28
O 0.541 -0.455 0.772 0.18
H 0.478 0.976 -0.561 0.02
H 0.002 -1.222 1.130 0.00

=====

Run ii
9
Properties=species:S:1:pos:R:3:lowdin_spin:R:1 method="wB97M-V/def2-TZVPD" spin_multiplicity=3 homo_energy_ev="-7.674 / -10.377" s_squared=2.014 total_charge=0
C -0.172 -1.776 0.465 0.06
C 0.040 1.646 -0.840 0.23
N -0.162 -0.621 -0.251 0.30
N 0.200 0.485 0.160 0.33
O 0.805 -2.385 0.869 0.21
O -0.057 1.573 -2.026 0.33
O 0.486 0.949 1.214 0.49
H -1.163 -2.330 0.469 0.02
H 0.024 2.460 -0.061 0.03

=====

Stability, highest: run i